# 1
DFT (ωB97M-V/def2-TZVPD) results for 2 unconnected molecules or ions with the total composition CH5N2P at a distorted geometry.

Last column: Löwdin charge in e.
Atoms and positions in Å:
1 C -1.563 -0.514 -0.873  -0.185
2 N 1.850 0.501 1.463  -0.453
3 N -1.572 -0.153 -2.067  0.015
4 P 1.092 -0.928 1.650  0.540
5 H -0.884 -0.162 -0.081  -0.024
6 H -2.289 -1.255 -0.562  0.054
7 H 2.120 0.873 0.561  0.011
8 H 2.124 1.092 2.238  0.007
9 H -0.878 0.546 -2.328  0.035

Cartesian forces (eV/Å) of the 3 atoms listed first:
C 0.18 -0.01 0.92
N 0.20 0.31 -0.06
N -0.18 0.19 -1.16

- DFT total energy (a.u.) = -491.866054
- relative energy (zero: lowest compared OMol25 entry of this formula, charge and spin) (kcal per mole) = 51.0
- lowest unoccupied orbital energy (alpha / beta) (eV) = -0.5 / -0.5
- HOMO-LUMO gap (alpha / beta) (eV) = 6.92 / 6.92


# 2
DFT (ωB97M-V/def2-TZVPD) results for 8 unconnected molecules or ions with the total composition C15H44ClO11 at a distorted geometry.

Last column: Löwdin charge in e.
Atoms and positions in Å:
1 Cl -23.759 -5.910 -7.551  0.628
2 O -23.948 -7.319 -7.735  -0.372
3 O -24.981 -5.170 -7.258  -0.335
4 O -22.878 -5.878 -6.437  -0.343
5 O -23.195 -5.356 -8.719  -0.342
6 O -21.925 -9.650 -7.702  -0.040
7 H -22.582 -8.964 -7.822  0.003
8 H -21.918 -10.124 -8.534  0.048
9 O -20.594 -8.081 -5.863  -0.040
10 H -20.750 -8.737 -6.542  0.005
11 H -21.456 -7.700 -5.695  0.029
12 C -18.181 -5.199 -6.852  -0.067
13 C -18.380 -5.280 -5.339  -0.451
14 C -19.710 -4.726 -4.771  -0.047
15 O -18.320 -6.683 -5.015  -0.086
16 H -18.311 -4.207 -7.283  0.070
17 H -18.861 -5.821 -7.435  0.065
18 H -17.159 -5.434 -7.148  0.072
19 H -17.557 -4.755 -4.854  0.123
20 H -19.793 -3.656 -4.959  0.068
21 H -19.747 -4.863 -3.690  0.075
22 H -20.588 -5.132 -5.275  0.058
23 H -19.036 -7.146 -5.455  0.019
24 C -27.835 -8.719 -4.484  -0.060
25 C -26.874 -8.048 -5.483  -0.470
26 C -27.452 -8.009 -6.940  -0.050
27 O -26.696 -6.706 -5.080  -0.058
28 H -28.839 -8.296 -4.504  0.073
29 H -27.455 -8.576 -3.472  0.072
30 H -27.911 -9.783 -4.711  0.071
31 H -25.890 -8.516 -5.469  0.132
32 H -27.700 -9.011 -7.292  0.061
33 H -26.775 -7.668 -7.723  0.047
34 H -28.394 -7.463 -6.896  0.079
35 H -25.899 -6.438 -5.544  0.050
36 C -19.980 -5.462 -10.402  -0.036
37 C -20.955 -6.435 -11.092  -0.511
38 C -20.545 -6.849 -12.446  -0.075
39 O -21.088 -7.605 -10.337  -0.050
40 H -20.098 -4.455 -10.801  0.066
41 H -18.900 -5.602 -10.449  0.080
42 H -20.258 -5.293 -9.361  0.066
43 H -21.951 -5.998 -11.166  0.121
44 H -19.533 -7.230 -12.586  0.081
45 H -20.473 -5.974 -13.092  0.077
46 H -21.167 -7.517 -13.042  0.074
47 H -21.476 -7.339 -9.500  0.065
48 C -24.335 -2.494 -11.198  -0.047
49 C -22.835 -2.285 -11.473  -0.501
50 C -22.479 -0.902 -11.889  -0.067
51 O -22.263 -2.663 -10.226  -0.062
52 H -24.538 -3.461 -10.736  0.075
53 H -24.876 -2.447 -12.143  0.073
54 H -24.691 -1.699 -10.543  0.084
55 H -22.453 -2.971 -12.229  0.127
56 H -21.392 -0.852 -11.823  0.078
57 H -22.910 -0.099 -11.291  0.083
58 H -22.620 -0.732 -12.957  0.079
59 H -22.708 -3.447 -9.896  0.040
60 C -25.957 -9.582 -9.998  -0.061
61 C -25.700 -8.777 -11.302  -0.455
62 C -24.203 -8.343 -11.315  -0.040
63 O -26.015 -9.641 -12.362  -0.061
64 H -25.851 -9.019 -9.070  0.045
65 H -25.170 -10.335 -9.944  0.069
66 H -26.900 -10.115 -9.879  0.074
67 H -26.392 -7.935 -11.327  0.135
68 H -23.603 -8.988 -10.673  0.064
69 H -24.139 -7.330 -10.917  0.069
70 H -23.802 -8.263 -12.326  0.075
71 H -25.393 -10.371 -12.337  0.084

Cartesian forces (eV/Å) of the 3 atoms listed first:
Cl -0.97 0.08 1.73
O -1.49 -1.44 -1.13
O 0.46 -1.12 -0.05

- charge = -1
- DFT total energy (a.u.) = -1885.550575
- relative energy (zero: lowest compared OMol25 entry of this formula, charge and spin) (kcal per mole) = 25.9
- lowest unoccupied orbital energy (eV) = 2.6
- HOMO-LUMO gap (eV) = 9.68


# 3
DFT (ωB97M-V/def2-TZVPD) results for 2 unconnected molecules or ions with the total composition C3H9N2O3 at a distorted geometry.

Last column: Löwdin charge in e.
Atoms and positions in Å:
1 O -1.863 1.403 -2.161  0.005
2 C -1.300 1.291 -1.088  -0.549
3 N -1.348 2.255 -0.118  0.123
4 C -0.332 0.127 -0.801  -0.164
5 N 0.105 0.083 0.584  -0.078
6 C 0.011 -1.270 1.289  -0.468
7 O 1.169 -1.586 1.902  -0.307
8 H -0.996 1.890 0.774  0.075
9 H -2.269 2.660 0.046  0.097
10 H 0.515 0.399 -1.443  0.122
11 H -0.884 -0.777 -1.050  0.111
12 H 1.055 0.397 0.715  0.093
13 H -0.305 -2.021 0.535  0.087
14 H -0.766 -1.089 2.063  0.080
15 H 2.289 -1.673 0.849  -0.025
16 H 2.521 -1.648 -0.711  -0.022
17 O 3.022 -1.698 0.107  -0.180

Cartesian forces (eV/Å) of the 3 atoms listed first:
O -0.34 -0.17 -0.03
C 0.35 -0.01 -0.36
N -0.79 -0.06 1.36

- charge = -1
- DFT total energy (a.u.) = -454.979486
- relative energy (zero: lowest compared OMol25 entry of this formula, charge and spin) (kcal per mole) = 34.6
- lowest unoccupied orbital energy (eV) = 3.6
- HOMO-LUMO gap (eV) = 7.38


# 4
DFT (ωB97M-V/def2-TZVPD) results for a molecular structure, C12H37N3O7Sr at a distorted geometry.

Last column: Löwdin charge in e.
Atoms and positions in Å:
1 Sr -1.539 1.568 0.672  1.294
2 O -3.259 3.175 1.347  -0.655
3 H -3.450 2.945 2.277  -0.154
4 O -2.054 2.649 -1.472  -0.597
5 H -1.544 3.350 -1.922  -0.168
6 O -3.731 0.509 -0.172  -0.591
7 H -3.693 -0.394 -0.545  -0.173
8 O -1.384 0.511 2.845  -0.615
9 H -1.978 -0.054 3.376  -0.094
10 C -2.533 -3.610 0.012  -0.065
11 C -1.768 -3.118 1.199  -0.402
12 C -0.348 -3.750 1.454  -0.198
13 O -0.339 -5.128 1.808  -0.193
14 C 0.994 -5.482 2.297  -0.102
15 N -1.713 -1.638 1.044  0.040
16 H -2.659 -4.686 0.128  0.067
17 H -1.866 -3.480 -0.841  0.063
18 H -3.514 -3.198 -0.222  0.085
19 H -2.279 -3.283 2.148  0.125
20 H -0.024 -3.221 2.350  0.115
21 H 0.292 -3.451 0.623  0.103
22 H 1.086 -4.912 3.221  0.072
23 H 1.828 -5.087 1.716  0.075
24 H 1.057 -6.542 2.544  0.076
25 H -2.615 -1.417 0.646  0.025
26 H -1.583 -1.079 1.874  -0.006
27 C 1.389 1.072 -2.710  -0.054
28 C 0.628 -0.122 -2.101  -0.368
29 C 1.237 -1.611 -2.327  -0.209
30 O 0.372 -2.604 -1.907  -0.205
31 C 0.781 -3.922 -2.164  -0.123
32 N 0.585 0.028 -0.686  0.010
33 H 0.704 1.916 -2.783  0.065
34 H 1.694 0.816 -3.725  0.065
35 H 2.223 1.368 -2.074  0.062
36 H -0.353 -0.142 -2.576  0.146
37 H 2.188 -1.721 -1.806  0.113
38 H 1.411 -1.760 -3.393  0.102
39 H 1.634 -4.275 -1.585  0.078
40 H 0.969 -4.033 -3.232  0.082
41 H -0.041 -4.526 -1.781  0.080
42 H 0.147 -0.682 -0.116  0.044
43 H 1.500 0.108 -0.265  0.067
44 C 2.592 3.959 1.828  -0.074
45 C 1.258 3.578 1.162  -0.423
46 C 1.254 3.906 -0.358  -0.181
47 O 1.248 5.357 -0.587  -0.212
48 C 0.118 5.606 -1.514  -0.068
49 N 0.824 2.277 1.592  -0.030
50 H 3.294 3.500 1.133  0.060
51 H 2.850 3.524 2.794  0.065
52 H 2.860 5.012 1.916  0.068
53 H 0.594 4.332 1.587  0.140
54 H 0.500 3.296 -0.855  0.078
55 H 2.195 3.577 -0.799  0.103
56 H -0.708 5.302 -0.872  0.100
57 H 0.386 5.194 -2.487  0.086
58 H -0.029 6.679 -1.644  0.066
59 H 0.658 2.062 2.564  0.073
60 H 1.656 1.751 1.364  0.066

Cartesian forces (eV/Å) of the 3 atoms listed first:
Sr -3.11 0.32 -1.05
O 0.58 0.31 1.15
H 0.02 0.12 -0.49

- charge = -2
- DFT total energy (a.u.) = -1200.918688
- relative energy (zero: lowest compared OMol25 entry of this formula, charge and spin) (kcal per mole) = 61.4
- lowest unoccupied orbital energy (eV) = 4.2
- HOMO-LUMO gap (eV) = 4.08


# 5
DFT (ωB97M-V/def2-TZVPD) results for C17H11Cl3N4O in the gas phase at a distorted geometry.

Last column: Löwdin charge in e.
Atoms and positions in Å:
1 O -4.135 1.543 0.433  0.142
2 C -3.142 0.947 0.545  -0.572
3 N -2.123 1.512 -0.194  0.224
4 C -0.964 0.932 -0.243  -0.130
5 C 0.280 1.569 -0.984  -0.137
6 C 0.397 1.612 -2.422  -0.054
7 C 1.544 2.146 -2.943  -0.104
8 C 2.673 2.435 -2.165  -0.649
9 Cl 4.306 2.671 -2.817  0.639
10 C 2.472 2.538 -0.852  -0.111
11 C 1.247 2.175 -0.222  -0.014
12 N -0.777 -0.330 0.353  0.065
13 C 0.472 -0.899 0.262  -0.265
14 C 1.331 -0.666 1.352  -0.582
15 Cl 0.803 -0.277 2.956  0.736
16 C 2.646 -1.129 1.298  -0.107
17 C 3.226 -1.571 0.087  -0.040
18 C 2.347 -1.667 -1.034  -0.089
19 C 0.966 -1.366 -0.983  -0.469
20 Cl 0.096 -1.655 -2.555  0.660
21 C -1.807 -0.839 1.067  -0.362
22 N -1.736 -1.975 1.712  0.103
23 C -3.126 -2.286 2.098  -0.184
24 C -3.988 -1.016 1.880  -0.058
25 N -2.970 -0.204 1.196  0.068
26 H -0.452 1.213 -3.052  0.124
27 H 1.657 2.275 -4.063  0.132
28 H 3.241 2.826 -0.159  0.108
29 H 1.083 2.208 0.837  0.113
30 H 3.358 -1.395 2.145  0.133
31 H 4.188 -1.945 -0.026  0.083
32 H 2.847 -1.977 -1.946  0.101
33 H -3.342 -2.726 3.120  0.122
34 H -3.486 -3.032 1.362  0.106
35 H -4.267 -0.635 2.837  0.107
36 H -4.864 -1.014 1.121  0.160

Cartesian forces (eV/Å) of the 3 atoms listed first:
O -5.26 1.49 0.97
C 1.14 0.63 -1.63
N 4.34 -0.33 -0.63

- DFT total energy (a.u.) = -2329.209661
- lowest unoccupied orbital energy (eV) = 0.0
- SMILES = O=C1N=C(c2ccc(Cl)cc2)N(c2c(Cl)cccc2Cl)C2=NCCN12
- HOMO-LUMO gap (eV) = 8.75


# 6
DFT (ωB97M-V/def2-TZVPD) results for a gas-phase ion, H3N4O (charge -1) at a distorted geometry.

Last column: Löwdin charge in e.
Atoms and positions in Å:
1 N -1.880 0.480 0.074  -0.081
2 N -0.635 0.054 -0.067  -0.558
3 O -0.380 -1.214 -0.246  -0.235
4 N 0.324 0.901 0.087  -0.115
5 N 1.581 0.387 -0.209  -0.057
6 H -2.622 -0.367 0.104  0.033
7 H 2.169 0.328 0.593  0.026
8 H 1.443 -0.569 -0.336  -0.013

Cartesian forces (eV/Å) of the 3 atoms listed first:
N -1.67 -1.01 0.00
N -0.72 -1.66 0.92
O 0.02 0.35 -0.29

- charge = -1
- DFT total energy (a.u.) = -295.946865
- relative energy (zero: lowest compared OMol25 entry of this formula, charge and spin) (kcal per mole) = 5.5
- lowest unoccupied orbital energy (eV) = 5.2
- SMILES = [NH-][N+](=O)[N-]N
- HOMO-LUMO gap (eV) = 7.69


# 7
DFT (ωB97M-V/def2-TZVPD) results for C24H29N3O3 in the gas phase at a distorted geometry.

Last column: Löwdin charge in e.
Atoms and positions in Å:
1 C 4.707 -4.296 4.302  -0.087
2 O 4.589 -4.401 2.903  -0.080
3 C 3.945 -3.416 2.226  -0.274
4 C 3.373 -2.286 2.807  -0.012
5 C 2.742 -1.349 2.016  -0.013
6 C 2.659 -1.506 0.631  -0.177
7 C 1.991 -0.510 -0.172  -0.222
8 N 1.496 0.565 0.326  0.164
9 N 0.928 1.309 -0.641  -0.028
10 C 0.386 2.542 -0.460  -0.412
11 O -0.026 3.183 -1.409  0.078
12 C 0.247 2.991 0.988  -0.102
13 N -1.091 2.741 1.497  -0.148
14 C -1.439 1.331 1.524  -0.200
15 C -2.715 1.139 2.339  -0.181
16 C -3.850 1.933 1.703  -0.210
17 C -3.431 3.395 1.600  -0.184
18 C -2.123 3.510 0.823  -0.198
19 C 0.928 0.626 -1.956  -0.176
20 C -0.501 0.310 -2.314  -0.192
21 C -1.144 0.980 -3.348  -0.021
22 C -2.476 0.747 -3.614  0.009
23 C -3.206 -0.160 -2.844  -0.275
24 O -4.517 -0.307 -3.181  -0.084
25 C -5.313 -1.183 -2.421  -0.091
26 C -2.568 -0.835 -1.810  -0.016
27 C -1.229 -0.595 -1.553  -0.043
28 C 1.802 -0.602 -1.675  -0.042
29 C 3.234 -2.644 0.056  -0.020
30 C 3.866 -3.581 0.840  0.002
31 H 3.727 -4.283 4.788  0.096
32 H 5.270 -3.404 4.592  0.096
33 H 5.253 -5.184 4.618  0.093
34 H 3.416 -2.128 3.873  0.104
35 H 2.299 -0.472 2.462  0.111
36 H 0.963 2.460 1.617  0.109
37 H 0.431 4.067 1.039  0.129
38 H -0.612 0.780 1.979  0.115
39 H -1.606 0.932 0.509  0.107
40 H -2.545 1.497 3.355  0.113
41 H -2.963 0.076 2.383  0.107
42 H -4.763 1.837 2.294  0.105
43 H -4.050 1.542 0.701  0.106
44 H -3.284 3.800 2.603  0.113
45 H -4.203 3.982 1.100  0.109
46 H -1.801 4.553 0.786  0.124
47 H -2.280 3.168 -0.213  0.123
48 H 1.357 1.304 -2.698  0.152
49 H -0.599 1.703 -3.934  0.118
50 H -2.984 1.268 -4.410  0.119
51 H -6.310 -1.127 -2.856  0.093
52 H -4.950 -2.214 -2.483  0.095
53 H -5.360 -0.877 -1.371  0.092
54 H -3.099 -1.541 -1.190  0.104
55 H -0.756 -1.120 -0.734  0.120
56 H 2.767 -0.547 -2.182  0.127
57 H 1.308 -1.528 -1.968  0.121
58 H 3.189 -2.793 -1.011  0.110
59 H 4.314 -4.460 0.405  0.119

Cartesian forces (eV/Å) of the 3 atoms listed first:
C 0.01 0.03 0.25
O -0.06 0.03 -0.34
C -0.06 0.04 -0.27

- DFT total energy (a.u.) = -1321.906034
- relative energy (zero: lowest compared OMol25 entry of this formula, charge and spin) (kcal per mole) = 87.0
- lowest unoccupied orbital energy (eV) = 0.5
- SMILES = COc1ccc(C2=NN(C(=O)CN3CCCCC3)[C@H](c3ccc(OC)cc3)C2)cc1
- HOMO-LUMO gap (eV) = 8.35


# 8
DFT (ωB97M-V/def2-TZVPD) results for C2H6FN in the gas phase.

Last column: Löwdin charge in e.
Atoms and positions in Å:
1 C -0.158 1.205 -0.032  -0.096
2 N 0.511 0.000 -0.454  -0.231
3 C -0.158 -1.205 -0.032  -0.096
4 F 1.794 0.000 0.189  -0.093
5 H 0.473 2.056 -0.282  0.085
6 H -1.086 1.273 -0.596  0.089
7 H -0.383 1.220 1.043  0.084
8 H 0.473 -2.056 -0.282  0.085
9 H -0.383 -1.220 1.043  0.084
10 H -1.086 -1.273 -0.596  0.089

Cartesian forces (eV/Å) of the 3 atoms listed first:
C 0.25 0.18 0.26
N 0.12 0.00 -0.60
C 0.25 -0.18 0.26

- DFT total energy (a.u.) = -234.342810
- relative energy (zero: lowest compared OMol25 entry of this formula, charge and spin) (kcal per mole) = 43.0
- lowest unoccupied orbital energy (eV) = 1.1
- SMILES = CN(C)F
- HOMO-LUMO gap (eV) = 10.60